A gas-phase ion, CH3N2OS2 (charge -1). Source: OMol25; level of theory: ωB97M-V with the def2-TZVPD basis set.

- HOMO level (Eh) = -0.132
- frontier orbital gap (Ha) = 0.2646
- ΔE to the lowest compared entry with this formula, charge and spin (kcal per mole) = 2.57
- SMILES = NNSC([O-])=S
- spin multiplicity = 1
- charge = -1

Bonds (Å) are listed after each position.
Atoms and positions in Å:
1 C -1.8568 -0.3936 -0.0808  O4 1.218, S5 1.617, S6 2.231
2 N 1.7884 -0.1490 0.3555  N3 1.464, H7 1.004, H8 1.015
3 N 0.9334 0.5143 -0.6301  N2 1.464, S6 1.758, H9 0.992
4 O -1.2808 -1.2912 -0.6689  C1 1.218
5 S -3.2545 -0.1664 0.6994  C1 1.617
6 S -0.4845 1.3645 -0.0312  C1 2.231, N3 1.758
7 H 2.5169 0.5308 0.4761  N2 1.004
8 H 1.2169 -0.3791 1.1619  N2 1.015
9 H 0.4209 -0.0302 -1.2819  N3 0.992